Here is C20H27Br2N6O8Tl as an isolated structure at a distorted geometry from the OMol25 dataset. Energies are from the ωB97M-V functional and the def2-TZVPD basis.

Results
LUMO in eV: -0.32
Spin multiplicity: 1
Relative energy (zero: lowest compared OMol25 entry of this formula, charge and spin) in kcal/mol: 0.0
Max |F| in eV/Å: 2.15

Geometry as XYZ:
```
64
Properties=species:S:1:pos:R:3:forces:R:3:mulliken_charge:R:1
Tl -0.8903 2.0929 0.9281 -0.122 -0.149 0.316 0.9149
Br -2.5718 5.3863 0.0563 0.068 -0.074 0.285 -0.1039
C -0.8028 5.8453 -0.5665 -0.159 0.367 0.268 0.1964
Br 0.3165 6.7719 0.7246 -0.297 -0.270 -0.130 -0.1381
H -0.9805 6.5226 -1.3797 0.184 0.140 -0.283 0.3640
H -0.3331 4.9312 -0.8732 0.227 -0.249 -0.141 -0.2890
N 0.2396 -1.7557 1.5195 0.888 -0.273 -0.159 0.5348
C 1.2936 -0.9427 2.2291 0.469 -0.780 0.056 0.0388
C 2.4219 -0.6823 1.2211 0.549 -0.843 0.689 -0.6981
C 3.5316 0.1628 1.8292 0.934 -0.387 0.188 -0.1908
N 3.0637 1.4911 2.1390 -0.107 0.549 1.375 -0.5845
C 4.1386 -0.5407 3.0842 -1.005 0.555 -0.899 -1.1287
C 3.0206 -0.7938 4.1000 0.279 -0.967 0.819 0.1930
N 2.5194 0.3863 4.8072 -0.229 -0.241 -0.567 -0.6629
C 1.8865 -1.6206 3.4765 0.012 -0.199 -0.319 -0.9398
H -0.0636 -1.1863 0.6577 -0.437 0.008 0.183 -0.5760
H -0.5876 -2.0273 2.0722 0.092 0.214 -0.220 0.4992
H 0.6566 -2.6023 1.0953 -0.327 0.291 0.492 0.5831
H 0.7819 -0.0337 2.5487 0.195 0.157 -0.129 0.0007
H 2.0561 -0.3135 0.2920 -0.419 0.857 -0.691 0.2396
H 2.9323 -1.6248 0.9292 -0.501 0.036 0.355 0.3228
H 4.3335 0.2467 1.1110 0.376 -0.305 -0.570 0.4800
H 2.8009 1.9742 1.3208 -0.587 0.483 -1.284 0.1977
H 3.7937 2.0794 2.5358 0.027 -0.335 0.093 0.2606
H 4.8587 0.1319 3.5394 0.335 -0.006 0.032 0.4231
H 4.6518 -1.4670 2.7520 -0.332 0.438 0.300 0.3652
H 3.4351 -1.5267 4.8185 -0.131 0.678 0.205 0.3846
H 2.4720 1.1615 4.1539 -0.158 -0.028 0.047 0.3386
H 3.1170 0.6673 5.5599 0.348 -0.046 0.361 0.2831
H 1.1004 -1.7797 4.2310 0.334 -0.116 -0.195 0.4333
H 2.4190 -2.5758 3.2381 -0.942 0.372 -0.209 0.3162
O -2.7020 -2.0231 1.9998 -0.277 -0.233 -0.304 -0.5891
C -3.3907 -2.5315 0.8582 -0.280 -1.354 0.181 -0.5869
C -3.6272 -1.4658 -0.1640 0.135 0.285 -0.591 0.8837
C -3.6570 -1.7189 -1.5476 0.246 -0.059 1.173 -0.6884
C -3.8208 -0.6318 -2.3559 -0.184 0.355 -1.481 -0.1221
C -4.0020 0.6524 -1.8563 0.210 -0.056 0.264 -0.5682
C -3.9734 0.7956 -0.4859 0.336 -0.232 0.085 -0.6412
N -3.7541 -0.2441 0.3343 -0.292 0.226 0.164 -0.5460
H -3.0259 -1.1110 2.0598 -0.006 0.207 0.085 0.3851
H -4.3615 -3.0351 1.1312 0.624 0.728 0.059 0.2725
H -2.8091 -3.3570 0.4269 0.169 0.352 0.068 0.2546
H -3.4569 -2.7086 -1.9438 -0.138 0.080 0.064 0.3932
H -3.7999 -0.7564 -3.4393 0.025 -0.051 0.211 0.3956
H -4.0723 1.5102 -2.5132 -0.115 -0.065 0.066 0.3754
H -4.0675 1.7710 -0.0175 -0.060 -0.050 0.003 0.7008
O -0.9786 3.2671 -2.2572 -0.124 0.102 -0.190 -0.6546
C -0.2675 2.3605 -1.8425 -0.454 -0.911 -0.638 -0.0733
O 0.5238 2.4269 -0.8384 0.446 0.364 0.290 -0.8086
C -0.3004 0.9727 -2.5168 -0.006 2.154 -0.027 0.4704
C -0.3403 0.9337 -3.8963 0.188 -0.448 0.445 -0.0951
C -0.0714 -0.2607 -4.5266 -0.135 -1.027 -0.809 -0.7988
C 0.2021 -1.4130 -3.7907 -0.001 0.804 -1.102 -0.7010
C 0.1143 -1.3382 -2.4410 0.198 -0.099 1.035 -0.3079
C -0.2183 -0.1593 -1.6981 -0.129 -0.812 -0.758 0.6390
O -0.4659 -0.1368 -0.4484 0.196 0.060 0.776 -0.4563
N 0.3555 -2.5616 -1.6920 -0.042 0.250 -0.471 0.8977
O 1.3100 -3.2702 -1.9170 0.381 0.048 -0.349 -0.6325
O -0.4622 -2.7999 -0.8326 -0.778 -0.657 0.909 -0.5211
N -0.1203 -0.3197 -6.0163 0.526 -1.462 0.494 1.0053
O -0.3260 0.7098 -6.5950 -0.257 0.863 -0.442 -0.6109
O 0.0699 -1.4006 -6.5837 -0.165 0.743 0.867 -0.6438
H -0.5715 1.8006 -4.4827 0.096 0.429 -0.003 0.6668
H 0.4562 -2.3357 -4.2620 0.104 -0.413 -0.343 0.6479
```
Forces are in eV/Å.